a.
The ion C4H7N2 with charge +1. Source: the OMol25 dataset; level of theory: ωB97M-V/def2-TZVPD.

The HOMO energy is -14.83 eV.

```
! RIJCOSX wB97M-V def2-TZVPD def2/J DEFGRID3
* xyz 1 1
C -0.377 -1.063 -0.279
C -0.099 0.302 0.147
C 1.320 -2.343 -1.470
C -0.758 2.235 1.242
N 0.388 -1.758 -0.905
N -0.989 0.861 0.914
H -1.284 -1.604 0.001
H 0.847 0.736 -0.154
H 2.091 -2.822 -0.812
H 1.119 -2.241 -2.626
H -0.895 2.263 2.249
H 0.237 2.614 0.776
H -1.599 2.820 0.918
*
```

---

b.
The ion C4H7N2 with charge +1. Source: the OMol25 dataset; level of theory: ωB97M-V/def2-TZVPD.

The HOMO energy (alpha / beta) is -12.77 / -12.77 eV.

```
! RIJCOSX wB97M-V def2-TZVPD def2/J DEFGRID3
* xyz 1 1
C 0.144 0.063 -0.941
C -0.396 -0.644 1.182
C -0.517 -2.059 -1.979
C 0.443 1.592 0.916
N 0.097 0.282 0.395
N -0.173 -1.082 -1.442
H -0.539 -0.489 2.285
H -0.553 -1.712 0.645
H -0.258 -2.971 -2.439
H 0.142 1.904 1.935
H 1.502 1.814 0.845
H -0.009 2.443 0.242
H 0.117 0.859 -1.644
*
```

---

Going by the energies, a is most stable and the next is 21.5 kcal/mol up.

---

a.
A structure of composition C4H7N2. Source: the OMol25 dataset; level of theory: ωB97M-V/def2-TZVPD.

The HOMO energy (alpha / beta) is -15.98 / -15.98 eV.

```
! RIJCOSX wB97M-V def2-TZVPD def2/J DEFGRID3
* xyz 1 1
C -0.918 0.813 0.138
C -0.850 -0.377 -0.667
C -1.612 -0.708 -1.806
C 0.514 1.339 2.084
N 0.045 0.523 0.971
N 0.016 -1.058 -0.065
H -1.463 1.693 0.135
H -1.696 0.246 -2.352
H -2.566 -1.075 -1.487
H -1.308 -1.522 -2.422
H 1.043 0.773 2.864
H -0.278 2.141 2.336
H 1.242 2.060 1.807
*
```

---

b.
The ion C4H7N2 with charge +1. Source: the OMol25 dataset; level of theory: ωB97M-V/def2-TZVPD.

The HOMO energy is -15.25 eV.

```
! RIJCOSX wB97M-V def2-TZVPD def2/J DEFGRID3
* xyz 1 1
C 0.200 1.244 -0.161
C 2.130 -0.110 0.158
C -1.715 0.010 0.107
C -0.875 -1.116 -0.117
N -1.028 1.203 -0.216
N 0.917 0.110 0.054
H 0.861 2.120 -0.270
H 2.551 -1.080 0.048
H 2.799 0.837 0.313
H -2.553 -0.102 -0.569
H -1.925 0.163 1.268
H -0.732 -1.925 0.489
H -0.631 -1.355 -1.105
*
```

---

c.
The ion C4H7N2 with charge +1. Source: the OMol25 dataset; level of theory: ωB97M-V/def2-TZVPD.

The HOMO energy (alpha / beta) is -13.41 / -13.89 eV.

```
! RIJCOSX wB97M-V def2-TZVPD def2/J DEFGRID3
* xyz 1 1
C 1.520 -0.238 0.386
C 0.266 -0.086 -0.121
C -1.088 -0.159 -0.008
C 2.647 0.332 -0.206
N -2.000 -1.135 0.142
N -1.641 1.043 -0.279
H 1.705 -1.087 1.150
H 2.818 1.253 -0.731
H 3.653 0.133 0.257
H -1.662 -2.034 0.210
H -2.880 -1.161 -0.477
H -0.955 1.749 -0.564
H -2.384 1.391 0.241
*
```

---

d.
A cluster of 2 separate species, C4H7N2 in total. Source: the OMol25 dataset; level of theory: ωB97M-V/def2-TZVPD.

The HOMO energy (alpha / beta) is -14.13 / -13.43 eV.

```
! RIJCOSX wB97M-V def2-TZVPD def2/J DEFGRID3
* xyz 1 1
C 1.429 0.802 -0.143
C 0.135 1.486 0.037
C 0.227 -1.201 0.233
C 1.453 -0.638 -0.234
N 2.305 0.234 0.578
N -0.550 0.217 0.539
H 0.328 2.263 0.832
H -0.374 1.959 -0.825
H -0.460 -1.791 -0.491
H 0.333 -1.657 1.209
H 2.541 -1.480 -2.277
H -0.314 0.208 1.602
H -1.551 0.194 0.321
*
```

---

Going by the energies, b is most stable and the next is 1.8 kcal/mol up.

---

a.
A cluster of 2 separate species, C5H13NO in total. Source: the OMol25 dataset; level of theory: ωB97M-V/def2-TZVPD.

The HOMO energy is -10.01 eV.

```
! RIJCOSX wB97M-V def2-TZVPD def2/J DEFGRID3
* xyz 0 1
C 0.988 -0.106 1.262
C 1.882 -1.325 1.588
C -0.355 -0.172 1.978
H 0.850 -0.043 0.130
H 1.529 0.690 1.497
H 1.374 -2.231 1.231
H 2.875 -1.396 1.048
H -1.280 -0.305 1.274
H 1.970 -1.263 2.671
H -0.601 0.801 2.205
H -0.337 -0.880 2.818
C 0.026 1.115 -2.021
C -1.194 0.378 -2.462
O -1.387 -0.386 -3.349
N -2.335 0.513 -1.641
H 0.855 0.904 -2.772
H 0.391 0.823 -0.982
H -2.783 -0.458 -1.671
H -2.309 1.055 -0.825
H -0.159 2.285 -1.980
*
```

---

b.
A structure of composition C5H13NO. Source: the OMol25 dataset; level of theory: ωB97M-V/def2-TZVPD.

The HOMO energy is -8.36 eV.

```
! RIJCOSX wB97M-V def2-TZVPD def2/J DEFGRID3
* xyz 0 1
C 0.766 -0.430 0.860
C -0.603 -0.762 0.439
C -1.169 0.869 -0.615
C 1.881 -0.954 -0.029
C -0.406 1.077 -1.891
N -1.612 -0.838 1.465
O 0.802 1.134 0.767
H 0.908 1.618 1.611
H 0.974 -0.627 1.915
H -0.695 -1.570 -0.283
H -1.623 -1.732 1.946
H -1.550 -0.083 2.139
H -1.448 1.800 -0.124
H -2.111 0.341 -0.750
H 2.156 -1.973 0.263
H 1.571 -1.000 -1.075
H 2.777 -0.333 0.036
H 0.506 1.654 -1.719
H -0.127 0.132 -2.356
H -0.996 1.676 -2.597
*
```

---

c.
A cluster of 2 separate species, C5H13NO in total. Source: the OMol25 dataset; level of theory: ωB97M-V/def2-TZVPD.

The HOMO energy is -7.53 eV.

```
! RIJCOSX wB97M-V def2-TZVPD def2/J DEFGRID3
* xyz 0 1
C 0.079 1.624 2.340
C 1.308 0.799 2.291
C 1.835 0.322 0.962
C 1.016 -0.698 0.241
C 0.194 -0.422 -0.853
N 0.148 -1.245 -2.121
H -0.821 1.145 1.847
H -0.553 1.877 3.165
H 0.408 2.543 1.769
H 1.229 -0.070 2.934
H 2.105 1.462 2.557
H 2.729 -0.221 1.326
H 2.077 1.367 0.291
H 1.020 -1.766 0.658
H -0.493 0.490 -1.011
H 1.049 -1.831 -2.359
H -0.104 -0.718 -2.968
H -3.134 -1.014 -1.672
H -4.485 -0.266 -2.197
O -3.582 -0.504 -2.422
*
```

---

d.
An isolated molecule of C5H13NO. Source: the OMol25 dataset; level of theory: ωB97M-V/def2-TZVPD.

The HOMO energy is -9.37 eV.

```
! RIJCOSX wB97M-V def2-TZVPD def2/J DEFGRID3
* xyz 0 1
C -1.877 1.318 0.125
O -3.169 0.760 0.189
C -0.837 0.187 0.006
C 0.576 0.602 0.358
C 1.707 -0.392 0.130
C 2.255 -0.766 -1.255
N -1.234 -0.911 0.924
H -1.657 1.863 1.055
H -1.756 1.846 -0.838
H -3.206 0.197 0.971
H -0.924 -0.307 -0.968
H 0.525 0.833 1.438
H 0.756 1.604 -0.167
H 1.177 -1.286 0.456
H 2.567 -0.069 0.695
H 2.115 -1.827 -1.496
H 1.742 -0.267 -2.116
H 3.299 -0.507 -1.511
H -0.492 -1.149 1.565
H -1.566 -1.728 0.439
*
```

---

Going by the energies, d is most stable and the next is 8.5 kcal/mol up.

---

a.
A structure of composition C6H11N. Source: the OMol25 dataset; level of theory: ωB97M-V/def2-TZVPD.

The HOMO energy is -8.59 eV.

```
! RIJCOSX wB97M-V def2-TZVPD def2/J DEFGRID3
* xyz 0 1
C 1.871 0.651 -0.488
C -0.482 -0.333 -1.018
C -0.314 -1.428 0.016
C -0.246 -0.471 1.264
C -0.472 0.864 0.550
C -1.637 0.494 -0.360
H 2.267 0.488 -1.486
H 2.277 -0.006 0.266
H 2.259 1.621 -0.175
H -0.505 -0.716 -2.006
H 0.666 -1.994 -0.056
H -1.132 -2.133 0.079
H -1.061 -0.736 1.991
H 0.712 -0.387 1.818
H -0.273 1.751 1.179
H -2.538 0.183 0.147
H -1.814 1.381 -1.097
N 0.421 0.771 -0.622
*
```

---

b.
A structure of composition C6H11N. Source: the OMol25 dataset; level of theory: ωB97M-V/def2-TZVPD.

The HOMO energy is -7.33 eV.

```
! RIJCOSX wB97M-V def2-TZVPD def2/J DEFGRID3
* xyz 0 1
C 0.372 -0.470 1.906
C -1.869 -0.063 -1.200
N 1.953 0.156 -1.192
C 0.838 0.485 -0.415
C 1.075 0.503 1.020
C -0.831 -0.073 1.130
C -0.821 -0.515 -0.213
H 2.048 0.531 -2.124
H 2.484 -0.661 -0.936
H 0.658 -1.527 1.826
H 0.371 -0.163 2.952
H 0.268 1.280 -0.882
H 1.846 1.166 1.405
H -1.476 0.727 1.470
H -0.480 -1.541 -0.361
H -2.788 -0.651 -1.108
H -2.132 0.987 -1.047
H -1.515 -0.173 -2.229
*
```

---

c.
A cluster of 2 separate species, C6H11N in total. Source: the OMol25 dataset; level of theory: ωB97M-V/def2-TZVPD.

The HOMO energy is -8.63 eV.

```
! RIJCOSX wB97M-V def2-TZVPD def2/J DEFGRID3
* xyz 0 1
C -3.066 0.083 -1.043
C -1.623 0.489 -1.136
C -0.605 -0.346 -1.334
C 2.028 -0.487 1.327
C 3.240 0.121 0.669
C 0.905 0.151 1.560
N -0.129 0.754 1.846
H -3.519 0.436 -0.108
H -3.643 0.525 -1.863
H -3.177 -1.004 -1.090
H -1.417 1.557 -1.040
H -0.832 0.671 1.106
H -0.761 -1.418 -1.439
H 0.422 0.006 -1.394
H 2.075 -1.520 1.663
H 3.600 -0.513 -0.150
H 3.022 1.112 0.259
H 4.061 0.229 1.387
*
```

---

d.
An isolated molecule of C6H11N. Source: the OMol25 dataset; level of theory: ωB97M-V/def2-TZVPD.

The HOMO energy is -6.99 eV.

```
! RIJCOSX wB97M-V def2-TZVPD def2/J DEFGRID3
* xyz 0 1
C -1.506 -2.290 -1.706
N -1.025 -2.041 -0.323
C -0.980 -0.666 0.143
C 2.006 3.136 1.264
C 1.765 1.913 0.636
C 0.666 0.989 0.867
C 0.421 -0.095 0.115
H -0.633 -2.630 -2.258
H -2.279 -3.056 -1.709
H -1.895 -1.366 -2.140
H -1.568 -2.637 0.281
H -1.645 -0.004 -0.431
H -1.426 -0.540 1.136
H 2.755 3.024 2.050
H 1.731 4.123 0.918
H 2.623 1.394 0.180
H -0.036 1.283 1.641
H 1.027 -0.536 -0.663
*
```

---

Going by the energies, a is most stable and the next is 3.0 kcal/mol up.